The molecule C2H3N2OP. Source: the Open Molecules 2025 dataset; level of theory: the ωB97M-V functional and the def2-TZVPD basis.

The geometry in XYZ format:
```
9
Properties=species:S:1:pos:R:3:mulliken_charge:R:1
O -1.299 -0.598 0.612 -0.560
C -0.818 -0.260 1.677 0.229
N 0.402 0.304 1.766 -0.875
N 0.947 0.453 0.617 0.449
C 0.802 0.132 -0.506 0.382
P 1.020 0.086 -2.194 -0.196
H -1.382 -0.479 2.634 0.360
H 0.334 1.315 -2.341 0.082
H -0.007 -0.953 -2.266 0.128
```

The calculation puts the energy relative to the best compared isomer or geometry (same formula, charge and spin) at 71.5 kcal per mole. Its HOMO-LUMO gap is 9.0 eV. The calculation puts the total energy at -603.9878 Eh. The SMILES is O=C/N=N\C#[PH2]. The value obtained for the lowest unoccupied orbital energy is -0.12 eV. As for the net charge: 0. The value obtained for the HOMO energy is -0.33562 Ha. Its maximum force is 3.2 eV/Å.

C26H23BFN8SbSe4Y as an isolated structure. Source: the Open Molecules 2025 dataset; level of theory: the ωB97M-V functional and the def2-TZVPD basis.

The geometry in XYZ format:
```
65
Properties=species:S:1:pos:R:3:mulliken_charge:R:1
Y 0.738 -0.553 -0.474 -0.360
C 4.582 1.012 0.743 -1.232
C 3.627 0.011 0.941 -0.225
N 2.422 0.461 0.623 -0.629
N 2.559 1.748 0.215 1.631
C 3.862 2.089 0.271 -0.383
B 1.326 2.707 0.015 0.397
N 0.697 2.563 -1.401 0.384
C 0.205 3.507 -2.229 -0.206
C -0.538 2.881 -3.207 -1.406
C -0.471 1.521 -2.890 -0.416
N 0.270 1.336 -1.808 0.604
N 0.217 2.310 1.034 0.406
C -0.454 3.074 1.921 -0.067
C -1.496 2.330 2.428 -1.530
C -1.399 1.091 1.777 -0.227
N -0.369 1.090 0.944 -0.063
N 1.824 4.122 0.359 0.687
C 2.357 4.435 1.567 -0.454
C 2.751 5.748 1.531 -1.062
C 2.419 6.166 0.226 -0.354
N 1.868 5.189 -0.471 -1.129
H 5.646 0.950 0.898 0.435
H 3.746 -1.000 1.306 0.439
H 4.196 3.067 -0.034 0.514
H 0.444 4.543 -2.069 0.502
H -1.077 3.330 -4.023 0.424
H -0.930 0.680 -3.389 0.446
H -0.161 4.090 2.122 0.412
H -2.233 2.634 3.152 0.408
H -2.024 0.208 1.840 0.609
H 2.419 3.700 2.354 0.586
H 3.215 6.316 2.320 0.431
H 2.565 7.133 -0.231 0.444
Se -3.846 -2.005 -4.023 -0.745
Sb -3.451 -2.848 -1.764 0.674
Se -2.770 -5.191 -1.721 -0.718
Se -5.227 -2.290 -0.197 -0.691
Se -1.261 -1.584 -1.162 0.424
C -1.386 -1.845 0.757 -0.944
C -0.161 -2.352 1.323 0.138
C 0.678 -3.311 0.684 0.259
C 1.744 -3.897 1.357 -0.506
C 2.043 -3.555 2.671 -0.531
C 1.220 -2.634 3.329 -0.579
C 0.145 -2.056 2.687 -0.414
H 0.390 -3.683 -0.288 0.482
H 2.339 -4.646 0.846 0.381
H 2.873 -4.022 3.188 0.362
H 1.421 -2.381 4.365 0.371
H -0.501 -1.367 3.216 0.387
F 6.438 1.671 -3.221 -0.408
C 5.390 0.823 -2.981 0.581
C 5.582 -0.275 -2.175 -0.757
C 4.508 -1.115 -1.908 -0.111
C 3.224 -0.903 -2.449 0.492
C 2.070 -1.742 -2.118 -1.730
C 3.108 0.209 -3.312 -0.289
C 4.165 1.077 -3.559 -0.732
H 6.563 -0.470 -1.758 0.437
H 4.664 -1.981 -1.271 0.369
H 2.375 -2.733 -1.782 0.485
H 1.396 -1.844 -2.969 0.510
H 2.159 0.391 -3.801 0.374
H 4.041 1.936 -4.207 0.414
```

The calculation puts the energy relative to the best compared isomer or geometry (same formula, charge and spin) at 67.2 kcal per mole. Its HOMO-LUMO gap (spin up / spin down) is 4.9 / 4.9 eV. The calculation puts the total energy at -11451.8010 Eh. As for the multiplicity: 2. The value obtained for the lowest unoccupied orbital energy (spin up / spin down) is 3.69 / 3.69 eV. As for the net charge: -2. Its expectation value of S² is 0.77. The value obtained for the HOMO energy (spin up / spin down) is -0.04543 / -0.04520 Ha. Its maximum force is 5.0 eV/Å.

A 2-piece molecular cluster, C3H8O2S overall. Source: the Open Molecules 2025 dataset; level of theory: the ωB97M-V functional and the def2-TZVPD basis.

The geometry in XYZ format:
```
14
Properties=species:S:1:pos:R:3:mulliken_charge:R:1
O 1.683 0.441 1.434 -0.415
C 2.313 -0.033 0.469 0.245
O 1.890 -1.241 -0.123 -0.407
H 3.320 0.419 0.166 0.337
H 1.004 -1.289 0.384 0.136
C -1.223 0.273 -1.297 -0.988
C -1.133 0.797 0.161 -0.304
S -0.959 -0.630 1.429 -0.400
H -1.673 -0.697 -1.346 0.331
H -1.874 0.942 -1.841 0.354
H -0.309 0.343 -1.957 0.272
H -2.139 1.121 0.481 0.310
H -0.337 1.467 0.282 0.329
H -0.563 -1.914 1.760 0.199
```

The calculation puts the energy relative to the best compared isomer or geometry (same formula, charge and spin) at 71.6 kcal per mole. Its HOMO-LUMO gap is 8.5 eV. The calculation puts the total energy at -667.6669 Eh. The SMILES is O=CO.CCS. The value obtained for the lowest unoccupied orbital energy is -0.17 eV. As for the net charge: 0. The value obtained for the HOMO energy is -0.31749 Ha. Its maximum force is 4.1 eV/Å.

C4H7NO as an isolated structure. Source: the Open Molecules 2025 dataset; level of theory: the ωB97M-V functional and the def2-TZVPD basis.

The geometry in XYZ format:
```
13
Properties=species:S:1:pos:R:3:mulliken_charge:R:1
C -0.130 0.901 1.470 -1.264
C -0.164 0.779 -0.055 -0.336
C 0.698 -0.403 -0.557 -0.446
C -0.195 -1.376 -1.219 0.699
O -0.089 -2.563 -1.742 -0.467
N -1.404 -1.461 -1.562 -0.417
H -0.805 1.688 1.818 0.352
H -0.438 -0.043 1.937 0.342
H 0.876 1.145 1.835 0.326
H 0.178 1.712 -0.512 0.289
H 1.460 -0.102 -1.291 0.290
H 1.217 -0.917 0.267 0.299
H -1.203 0.641 -0.389 0.333
```

The calculation puts the energy relative to the best compared isomer or geometry (same formula, charge and spin) at 89.4 kcal per mole. Its HOMO-LUMO gap is 10.0 eV. The calculation puts the total energy at -286.4892 Eh. The value obtained for the lowest unoccupied orbital energy is 0.25 eV. As for the net charge: 0. The value obtained for the HOMO energy is -0.35885 Ha. Its maximum force is 0.7 eV/Å.

Number 2 is which compound? C26H23BFN8SbSe4Y

Among the records above, which one has the highest maximum force? C26H23BFN8SbSe4Y